17
Properties=species:S:1:pos:R:3:forces:R:3:mulliken_charge:R:1 method="wB97M-V/def2-TZVPD" e_lumo_ev=-3.27 total_charge=+1 smiles=NC[C@H]([NH3+])CS
N -2.2908 0.1646 -0.0032 1.0 -0.9 1.2 -0.5135
C -1.0954 0.5123 -0.6702 2.9 0.4 -2.8 -0.5441
C 0.0857 -0.3019 -0.1262 -1.3 0.5 1.4 0.0364
N 0.0616 -0.1511 1.3550 2.2 0.5 -0.2 -0.2076
C 1.4459 0.1747 -0.4617 1.1 2.5 -1.2 -1.0345
S 2.8224 -0.5053 0.5612 -0.3 -1.0 -2.3 -0.1791
H -2.9977 0.7950 -0.2746 -1.5 -0.1 -0.1 0.2312
H -2.4591 -0.8596 -0.0071 -0.6 1.4 -0.4 0.2268
H -0.8068 1.6598 -0.7449 -1.0 -2.3 0.6 0.3726
H -1.0000 0.1099 -1.7286 -0.7 1.0 0.4 0.2908
H -0.1394 -1.3617 -0.3271 0.5 0.2 0.0 0.2941
H -0.8126 -0.3676 1.7169 -2.2 -0.9 1.1 0.3891
H 0.1886 0.8640 1.5472 0.3 -0.8 0.2 0.3318
H 0.8683 -0.7647 1.6626 -0.8 0.9 0.5 0.2804
H 1.5568 1.3179 -0.3704 -0.7 -1.6 -0.1 0.3367
H 1.6345 -0.0457 -1.5174 0.2 0.2 0.3 0.4566
H 2.9380 -1.2406 -0.6114 0.9 -0.2 1.6 0.2322

16
Properties=species:S:1:pos:R:3:forces:R:3:mulliken_charge:R:1 method="wB97M-V/def2-TZVPD" e_lumo_ev=-4.74 total_charge=+1
C -0.6320 1.7599 -2.9505 0.1 -1.7 1.1 -0.7460
C -1.3179 2.9321 -2.3337 -0.2 3.2 -3.1 -0.7711
H 0.4473 1.8677 -2.9396 0.2 -0.2 0.2 0.2833
H -0.8704 1.3122 -3.9003 -0.6 0.7 -0.7 0.3390
H -1.0040 1.0001 -2.2617 1.0 -1.0 0.1 0.1311
H -1.5327 3.6932 -3.2064 0.2 -1.0 1.9 0.2103
H -2.2890 2.6819 -1.9023 0.4 0.2 0.3 0.3115
H -0.5713 3.4439 -1.6961 -1.0 -0.2 0.2 0.2439
N 0.4606 -0.7092 1.3076 0.4 2.6 -2.0 -0.3434
C 0.8346 -1.9172 1.5974 -1.0 -0.2 -0.8 0.2203
N 0.7576 -2.4968 2.7931 1.6 0.9 0.3 -0.4333
H -0.1589 -0.1793 1.9179 0.6 0.1 0.2 0.2710
H 0.7347 -0.1722 0.3555 -1.0 -2.2 2.8 0.3155
H 1.0261 -2.4844 0.7258 0.8 -0.9 -0.6 0.3250
H 1.1154 -3.4484 2.8426 -0.3 0.1 -0.2 0.3232
H 1.2672 -1.9207 3.4803 -1.1 -0.3 0.3 0.3198

77
Properties=species:S:1:pos:R:3:forces:R:3:mulliken_charge:R:1 method="wB97M-V/def2-TZVPD" e_lumo_ev=0.03 total_charge=0
Na -0.5246 1.1058 0.0586 0.0 0.0 0.1 0.6079
C 0.3678 3.8240 1.4255 0.0 0.0 0.0 -0.4804
C -0.3756 4.5093 0.2639 0.0 0.0 0.0 -0.9352
O -0.6506 3.5556 -0.7437 0.0 0.0 0.0 0.3003
C -1.8869 3.6971 -1.4158 0.0 0.0 0.0 -0.6586
C -1.8247 2.7993 -2.6339 0.0 0.0 -0.1 -0.8274
O -1.3807 1.5019 -2.2624 0.0 0.0 0.1 -0.3126
C -0.3155 0.9763 -3.0477 0.0 0.0 0.0 -0.0228
C 0.9884 1.7239 -2.8651 0.0 0.0 0.0 -0.6574
O 1.3860 1.6664 -1.5093 0.0 0.0 0.0 0.2106
C 2.1524 2.7856 -1.1041 0.0 0.0 0.0 -0.6620
C 2.2888 2.7525 0.4036 0.0 0.0 0.0 -0.8797
O 1.0475 2.6341 1.0675 0.0 0.0 0.0 -0.1021
H -0.3511 3.5146 2.1822 0.0 0.0 0.0 0.0385
H 1.0628 4.5335 1.8882 0.0 0.0 0.0 0.4812
H 0.2126 5.3251 -0.1736 0.0 0.0 0.0 0.3836
H -1.3027 4.9346 0.6605 0.0 0.0 0.0 0.4700
H -2.0513 4.7309 -1.7430 0.0 0.0 0.0 0.4843
H -2.7059 3.4123 -0.7494 0.0 0.0 0.0 0.2970
H -1.1480 3.2329 -3.3739 0.0 0.0 0.0 0.3279
H -2.8175 2.7260 -3.0886 0.0 0.0 0.0 0.4757
H -0.5827 0.9841 -4.1122 0.0 0.0 0.0 0.4347
H -0.2090 -0.0624 -2.7305 0.0 0.0 0.0 -0.3681
H 0.8853 2.7717 -3.1680 0.0 0.0 0.0 0.2923
H 1.7489 1.2661 -3.5111 0.0 0.0 0.0 0.4910
H 1.6541 3.7029 -1.4331 0.0 0.0 0.0 0.3162
H 3.1531 2.7554 -1.5550 0.0 0.0 0.0 0.4939
H 2.8305 3.6419 0.7451 0.0 0.0 0.0 0.4743
H 2.8663 1.8725 0.6922 0.0 0.0 0.0 0.2988
C 2.7056 -1.3772 -0.6853 0.0 0.0 0.0 -1.6126
C 1.6372 -1.0769 0.3628 0.0 0.0 0.0 1.0018
N 1.2645 -2.2166 1.1882 0.0 0.0 0.0 0.6926
C 2.0463 -2.3478 2.4093 0.0 0.0 0.0 -0.4075
C 3.5163 -2.6753 2.1958 0.0 0.0 0.0 -1.4522
C -0.1771 -2.3332 1.4512 0.0 0.0 0.0 -0.9663
C -0.8104 -1.4438 2.5205 0.0 -0.1 0.0 -1.0223
N -1.1119 -0.0923 2.0679 0.0 0.0 0.0 -0.0802
C -1.7652 0.6810 2.9310 0.0 0.0 0.0 0.1332
C -2.3399 1.9066 2.4818 0.0 0.0 -0.1 -0.4952
F -2.2323 2.1941 1.1429 0.0 0.0 0.0 -0.1522
C -3.0279 2.8033 3.2527 0.0 0.0 0.0 0.3004
F -3.4997 3.9254 2.6590 0.0 0.0 0.0 -0.3428
C -3.2485 2.5909 4.6006 0.0 0.0 0.0 -0.7165
C -2.7255 1.4069 5.0917 0.0 0.0 0.0 0.0185
F -2.8856 1.1288 6.4008 0.0 0.0 0.0 -0.3374
C -2.0275 0.4969 4.3280 0.0 0.0 0.0 0.8095
F -1.5482 -0.5872 4.9907 0.0 0.0 0.0 -0.3490
H 2.9064 -0.4762 -1.2697 0.0 0.0 0.0 0.2460
H 2.3428 -2.1483 -1.3662 0.0 0.0 0.0 0.1182
H 3.6430 -1.7217 -0.2547 0.0 0.0 0.0 0.4926
H 0.7486 -0.7929 -0.1982 0.0 0.0 0.0 -1.5526
H 1.9339 -0.2169 0.9859 0.0 0.0 0.0 0.8533
H 1.5885 -3.1492 2.9950 0.0 0.0 0.0 0.4951
H 1.9779 -1.4377 3.0275 0.0 0.0 0.0 0.3249
H 3.6364 -3.5151 1.5093 0.0 0.0 0.0 0.3148
H 3.9749 -2.9394 3.1503 0.0 0.0 0.0 0.4419
H 4.0721 -1.8253 1.7992 0.0 0.0 0.0 0.2011
H -0.3431 -3.3718 1.7623 0.0 0.0 0.0 0.5928
H -0.7010 -2.2007 0.5023 0.0 0.0 0.0 0.0590
H -0.1685 -1.4641 3.4062 0.0 0.0 0.0 0.5395
H -1.7338 -1.9590 2.8245 0.0 0.0 0.0 0.5108
H -3.7787 3.2914 5.2251 0.0 0.0 0.0 0.5015
C 0.5580 -4.6045 -1.3115 0.0 0.0 0.0 -1.0054
N -0.2178 -4.2930 -2.5008 0.0 0.0 0.0 0.2017
C -0.5646 -5.4325 -3.3245 0.0 0.0 0.0 -1.0874
C -0.7353 -3.0518 -2.6726 0.0 0.0 0.1 1.0215
C -1.6503 -2.8266 -3.8577 0.0 0.0 0.0 -1.7475
O -0.4837 -2.1303 -1.9044 0.0 0.1 -0.1 -0.4340
H 0.0297 -5.3447 -0.7039 0.0 0.0 0.0 0.3358
H 0.7205 -3.7118 -0.7148 0.0 0.0 0.0 0.0849
H 1.5247 -5.0246 -1.5986 0.0 0.0 0.0 0.3556
H 0.3194 -6.0576 -3.4581 0.0 0.0 0.0 0.3449
H -0.9059 -5.1260 -4.3079 0.0 0.0 0.0 0.3913
H -1.3414 -6.0449 -2.8554 0.0 0.0 0.0 0.3194
H -2.5043 -3.5044 -3.8392 0.0 0.0 0.0 0.4420
H -1.1279 -2.9749 -4.8039 0.0 0.0 0.0 0.4172
H -2.0083 -1.8030 -3.8018 0.0 0.0 0.0 0.2274

9
Properties=species:S:1:pos:R:3:forces:R:3:mulliken_charge:R:1 method="wB97M-V/def2-TZVPD" e_lumo_ev=-0.75 total_charge=0 smiles="C#CC#CC(=O)S"
C -1.9901 2.4621 -1.1272 0.3 1.3 -1.2 -0.3331
C -1.4929 1.4868 -0.5742 -1.4 3.0 -1.7 -0.1473
C -0.7521 0.5105 -0.0172 1.4 -1.8 1.1 0.3754
C -0.0112 -0.3178 0.4776 -1.7 1.2 -0.1 0.0344
C 0.8538 -1.3146 1.0065 2.0 -0.7 -1.2 0.2413
O 1.0621 -1.6720 2.1222 -0.6 0.1 0.7 -0.4448
S 1.8628 -1.9050 -0.4007 0.0 -0.2 0.2 -0.2341
H -2.2564 3.4492 -1.7800 0.6 -3.3 2.2 0.3445
H 2.7239 -2.6992 0.2929 -0.5 0.3 0.0 0.1637

15
Properties=species:S:1:pos:R:3:forces:R:3:lowdin_spin:R:1 method="wB97M-V/def2-TZVPD" multiplicity=3 s_squared=2.008 e_lumo_ev="-3.49 / -6.82" total_charge=+1
C 0.0231 0.0462 -0.9361 0.2 -0.3 0.5 0.6700
C 1.2897 -1.7373 0.4010 0.8 -1.6 -0.8 0.0640
C 0.9011 -0.7047 1.3974 -0.8 -1.4 0.7 0.0298
C -1.5836 1.9103 0.6346 -0.2 -1.3 2.5 0.8384
N 0.7542 -0.4613 -0.0487 -0.3 0.0 2.0 0.0944
N -0.1075 -0.3765 -2.1303 2.0 -2.2 0.7 0.1026
H 2.2787 -2.0701 0.0312 0.0 1.2 0.7 0.0055
H 0.7066 -2.6369 0.2827 -1.0 0.2 0.1 0.0022
H 0.0857 -0.9459 2.1906 0.9 0.7 -2.1 0.0017
H 1.7149 -0.1726 1.7699 1.1 1.0 0.8 0.0012
H -2.0395 2.0533 -0.2955 -0.5 0.1 -1.3 0.0625
H -1.8540 0.9316 1.1981 0.7 2.0 -0.9 0.0420
H -1.2011 2.8044 1.1364 -0.1 -0.6 0.0 0.0507
H -0.6533 0.0349 -2.7750 -2.3 1.9 -2.7 0.0110
H 0.4227 -1.2016 -2.4205 -0.2 0.2 0.0 0.0241

18
Properties=species:S:1:pos:R:3:forces:R:3:mulliken_charge:R:1 method="wB97M-V/def2-TZVPD" e_lumo_ev=0.57 total_charge=0
H 2.2351 -1.0830 -0.3950 -0.3 0.1 0.6 0.1738
N 1.2599 -0.8052 -0.4469 0.1 -0.2 -0.9 -0.6979
C 0.7505 -0.1805 0.5330 0.5 0.3 0.3 0.6354
N 1.3741 0.0095 1.7699 0.0 0.0 -0.2 -0.5116
N -0.4831 0.4193 0.4062 -0.2 -0.2 0.3 -0.2919
C -1.3161 0.1172 -0.7453 -0.5 -0.3 0.4 -0.8653
H 0.8828 0.5633 2.4521 0.1 0.2 0.0 0.2182
H 2.3561 0.2339 1.6910 -0.1 -0.1 0.2 0.2182
H -0.9571 0.7185 1.2468 0.1 -0.3 -0.1 0.3438
H -1.6905 1.0266 -1.2077 0.2 0.1 -0.2 0.2538
H -0.7189 -0.4943 -1.4101 -0.1 0.2 -0.3 0.3151
H -2.1978 -0.4694 -0.4659 0.1 0.0 0.1 0.2576
O 0.2273 3.4358 0.6133 0.2 0.4 0.4 -0.6693
H -0.3040 3.5331 -0.1796 -0.1 -0.3 0.0 0.3145
H 0.0453 2.5652 0.9824 -0.1 0.0 -0.5 0.3284
O -0.6584 -3.0677 -1.9476 0.1 -0.2 0.1 -0.6524
H 0.2165 -2.8459 -1.6006 -0.1 0.3 0.0 0.3221
H -1.0220 -3.6765 -1.2960 0.0 0.0 -0.1 0.3074

26
Properties=species:S:1:pos:R:3:forces:R:3:mulliken_charge:R:1 method="wB97M-V/def2-TZVPD" e_lumo_ev=-7.90 total_charge=+2 smiles="CO[C@@]1([NH3+])NC=[NH+]c2ccccc21"
C -1.3300 0.6606 -1.8796 -0.1 -1.4 1.0 -0.5557
O -1.7605 0.8244 -0.4905 0.0 -0.1 1.4 -0.5029
C -1.0636 0.1613 0.4856 2.1 -0.2 -0.3 0.7180
N -1.5213 0.8079 1.8321 0.7 1.7 -0.3 -0.2172
N -1.4823 -1.2184 0.5391 -0.5 -3.0 -1.0 -0.2978
C -0.7787 -2.3494 0.1776 0.7 2.6 1.1 -0.1350
N 0.5260 -2.2634 0.1669 -0.8 -0.3 0.2 0.0087
C 1.2313 -1.0382 0.1995 -0.3 0.8 -0.5 0.1744
C 2.5534 -0.9999 -0.2330 -0.6 -1.8 0.2 -0.3218
C 3.1810 0.1804 -0.4664 0.6 -0.5 1.5 -0.8317
C 2.6086 1.3256 -0.0121 0.6 3.5 -0.8 -0.4039
C 1.2608 1.3670 0.3409 -0.3 1.6 -0.5 -0.7577
C 0.5329 0.1605 0.3896 -1.5 1.0 0.1 0.5604
H -0.6340 -0.2256 -1.9530 -1.1 0.7 -0.4 0.2886
H -0.7788 1.5286 -2.0194 1.1 1.5 -1.0 0.3224
H -2.2584 0.6771 -2.4616 0.5 -0.5 0.0 0.3020
H -2.2764 1.4882 1.5954 0.1 -0.6 0.1 0.3773
H -0.7326 1.4897 2.2089 -1.7 -2.2 -0.3 0.4417
H -1.9093 0.0648 2.4769 0.9 1.2 -0.3 0.4138
H -2.4693 -1.4074 0.3969 -0.3 0.6 0.0 0.2917
H -1.2877 -3.2741 -0.0858 0.0 0.1 0.5 0.4136
H 1.0347 -3.1218 0.2540 0.5 -0.5 -0.6 0.3065
H 3.0876 -1.9348 -0.3628 -0.1 0.0 -0.2 0.3670
H 4.2038 0.1546 -0.7126 1.0 0.1 -0.7 0.4195
H 3.2388 2.3169 -0.1285 -1.6 -2.1 0.5 0.3101
H 0.8786 2.4621 0.3749 -0.1 -2.3 0.4 0.3080

12
Properties=species:S:1:pos:R:3:forces:R:3:mulliken_charge:R:1 method="wB97M-V/def2-TZVPD" e_lumo_ev=0.48 total_charge=0
C 1.7400 0.3156 -0.0227 3.8 -2.8 -0.8 0.3857
C 0.4080 0.1073 0.4963 -2.4 0.5 -1.2 0.2129
C -0.6529 1.0915 -0.2834 1.0 -1.6 2.1 -1.1243
N 1.7907 -1.6023 -0.2519 -0.8 4.4 -1.0 -0.5264
N 0.3660 -1.3527 0.2099 0.0 1.1 -0.6 -0.3360
O 2.6009 1.0838 -0.2297 -1.3 -0.2 0.2 -0.3904
H 0.3466 0.4366 1.5497 0.1 -0.4 -0.2 0.2659
H -1.6096 1.0147 0.3780 1.7 1.1 -1.5 0.2881
H -0.8094 0.7823 -1.2881 -0.5 -1.0 -0.7 0.3407
H -0.0145 1.9679 -0.4886 -1.2 0.6 1.1 0.3431
H 1.7959 -1.5489 -1.3353 -0.6 -0.5 2.1 0.2585
H 0.2928 -1.7475 1.1175 0.1 -1.1 0.6 0.2822

| no. | energy (eV) |
| --- | --- |
| 1 | -17097.323 |
| 2 | -6261.802 |
| 3 | -55529.979 |
| 4 | -18095.551 |
| 5 | -7260.905 |
| 6 | -10817.765 |
| 7 | -16044.046 |
| 8 | -8232.077 |